Formula: C6H19NO3
Source: OMol25
Level of theory: wB97M-V/def2-TZVPD

Geometry (Å):
C  -0.66521  0.72653  -1.85888
C  -0.47961  -0.62626  -1.16097
C  -1.41114  -1.66160  -1.84474
C  -0.81162  -0.43033  0.29290
C  0.09477  0.62475  0.91589
N  -0.76295  1.79046  1.31348
C  0.91309  0.28148  2.18368
O  2.04050  -0.27301  1.85976
H  -1.76002  1.03046  -1.75176
H  -0.48410  0.89153  -2.94634
H  -0.10200  1.53855  -1.47967
H  0.55261  -1.06800  -1.23101
H  -0.80668  -2.06529  -2.87386
H  -1.61094  -2.66888  -1.34158
H  -2.39406  -1.39245  -2.20091
H  -1.93465  -0.15480  0.32331
H  -0.84135  -1.37433  0.92525
H  0.81471  0.81882  0.13161
H  -1.47722  1.98912  0.67518
H  -1.27059  1.34529  2.10760
H  1.14641  1.22742  2.72704
H  0.48785  -0.42043  2.97747
H  2.48814  -0.04693  1.03984
O  1.77442  3.13973  -0.60411
H  1.59626  2.92373  -1.50750
H  1.04160  2.93621  -0.10882
O  1.10454  -3.47480  1.28906
H  1.71122  -2.72934  1.67180
H  1.04600  -2.87763  0.47627

structure (SMILES): CC(C)C[C@@H](N)CO.O.O
calculated total energy: -14160.32761 eV
strongest force on any atom: 6.81 eV/A
HOMO level: -9.7 eV
total charge: 0
lowest unoccupied orbital energy: 0.54 eV

Formula: C6H19NSi2
Source: OMol25
Level of theory: wB97M-V/def2-TZVPD

Geometry (Å):
C  -2.35497  1.37282  0.86321
C  -2.03967  0.70807  -1.40489
C  -3.21893  -0.94095  0.12258
C  3.31907  -1.51093  -0.81892
C  3.49752  1.21748  0.44245
C  -2.09753  0.15805  -0.02023
N  0.83950  0.04014  0.13601
Si  -0.58820  -0.82945  0.54170
Si  2.53423  -0.33138  0.45109
H  -2.14962  1.28348  1.96348
H  -1.56939  2.05914  0.52484
H  -3.39239  1.84893  0.84438
H  -1.37124  1.66770  -1.46678
H  -3.07162  0.93791  -1.79644
H  -1.68071  -0.06933  -2.15587
H  -2.98216  -1.78170  -0.68701
H  -3.08912  -1.52200  1.03173
H  -4.19778  -0.50388  0.03078
H  4.18282  -1.06027  -1.40816
H  3.76371  -2.48609  -0.40108
H  2.61634  -1.71749  -1.56224
H  3.41546  1.67053  -0.59919
H  3.00466  2.00697  1.14140
H  4.54716  1.24121  0.83401
H  0.68617  0.81109  -0.42179
H  -0.59578  -1.06538  2.10908
H  -0.49177  -2.18194  -0.12743
H  2.48423  -1.02274  1.83328

⟨S²⟩: 2.0062
calculated total energy: -23769.99200 eV
multiplicity: 3
strongest force on any atom: 4.50 eV/A
HOMO level (alpha / beta): -2.9 / -10.4 eV
total charge: 0
lowest unoccupied orbital energy (alpha / beta): 0.82 / -4.07 eV

Formula: C6H19NaO9P2
Source: OMol25
Level of theory: wB97M-V/def2-TZVPD

Geometry (Å):
Na  -29.75011  26.22083  10.41740
O  -29.79248  24.31076  11.50733
H  -30.61117  23.81974  11.71511
C  -32.46372  27.40446  15.19770
O  -31.91051  27.05734  13.96056
P  -32.58580  27.60325  12.62090
O  -31.79487  27.49468  11.35697
O  -33.81863  26.52971  12.60505
C  -33.56422  25.09921  12.43387
O  -33.35499  29.00960  12.98443
C  -34.06760  29.62146  11.91254
H  -32.59510  26.58698  15.90661
H  -33.42335  27.84995  14.93550
H  -31.82022  28.18999  15.59387
H  -33.91153  24.76459  11.45637
H  -34.21178  24.63515  13.17779
H  -32.59701  24.71072  12.75276
H  -35.07586  30.00394  12.07130
H  -34.18740  29.03912  10.99896
H  -33.60626  30.57039  11.63905
C  -26.43275  30.07107  14.24015
O  -27.53030  29.62458  13.37865
P  -27.72329  27.98757  13.18292
O  -28.52974  27.53123  12.03059
O  -26.17278  27.51552  13.12158
C  -25.91141  26.22018  12.78135
O  -28.14998  27.53337  14.68165
C  -28.75836  26.36280  14.94152
H  -26.69178  31.05647  14.62745
H  -25.49764  30.00590  13.68390
H  -26.16608  29.46391  15.10522
H  -24.98421  26.16916  12.21056
H  -26.54111  25.77939  12.00851
H  -25.84127  25.61733  13.68675
H  -27.97862  25.83791  15.49342
H  -29.05054  25.91568  13.99136
H  -29.60236  26.48739  15.61993

calculated total energy: -47955.05546 eV
strongest force on any atom: 5.38 eV/A
HOMO level: -6.9 eV
total charge: 0
lowest unoccupied orbital energy: 0.23 eV